Record 1
Computed, not measured: a 2-piece molecular cluster, C6H15N overall, with ωB97M-V/def2-TZVPD.

```
22
Properties=species:S:1:pos:R:3
C 1.124 -1.182 -1.984
N 1.337 -1.135 -0.560
C -0.735 -0.538 1.192
C -0.592 0.817 0.823
C 0.770 1.357 0.929
C -1.560 0.545 2.241
C -0.055 -0.368 -2.462
H 0.981 -2.223 -2.355
H 1.983 -0.795 -2.570
H 2.180 -1.676 -0.378
H -1.372 -1.288 0.755
H 0.211 -0.894 1.589
H -1.187 1.247 0.026
H 1.153 1.386 1.952
H 1.386 0.671 0.288
H 0.768 2.368 0.516
H -2.037 1.528 2.171
H -0.913 0.573 3.113
H -2.430 -0.086 2.427
H -1.029 -0.688 -2.076
H -0.056 -0.281 -3.550
H 0.074 0.663 -2.089
```

Results
- HOMO-LUMO gap: 5.4 eV
- Energy: -7949.1277 eV
- Energy relative to the best compared isomer or geometry (same formula, charge and spin): 153.09 kcal/mol
- F_max: 2.29 eV/A
- LUMO energy: 0.0921 eV



Record 2
Computed, not measured: a 2-piece molecular cluster, C4H13NOS overall, with ωB97M-V/def2-TZVPD.

```
20
Properties=species:S:1:pos:R:3
C -2.465 0.651 -0.298
N -1.302 1.227 0.326
C -0.254 0.355 0.751
C 1.148 0.890 0.274
C 1.313 0.837 -1.222
S 1.570 -0.829 -1.922
H -2.933 1.396 -0.975
H -3.182 0.202 0.391
H -2.191 -0.021 -1.114
H -1.118 2.200 0.199
H -0.274 -0.649 0.325
H -0.182 0.324 1.854
H 1.907 0.430 0.925
H 1.259 1.946 0.540
H 2.002 1.543 -1.704
H 0.362 1.243 -1.620
H 2.201 -1.338 -0.836
O -1.211 -1.950 3.447
H -1.836 -1.269 3.642
H -1.150 -1.919 2.496
```

Results
- HOMO-LUMO gap: 9.4 eV
- Energy: -18730.6599 eV
- Energy relative to the best compared isomer or geometry (same formula, charge and spin): 31.16 kcal/mol
- Structure (SMILES): CNCCCS.O
- F_max: 2.50 eV/A
- LUMO energy: 0.8337 eV



Record 3
Computed, not measured: C8H12N3 as an isolated structure, with ωB97M-V/def2-TZVPD.

```
23
Properties=species:S:1:pos:R:3
C -3.066 -0.734 0.018
C -3.161 0.654 -0.047
C -1.903 -1.450 0.001
C -2.113 1.474 -0.050
C -0.784 -0.570 -0.280
C -0.972 0.747 -0.228
C 1.943 0.096 1.438
C 2.643 -0.089 -0.919
N 0.519 -0.980 -0.398
N 0.818 1.306 -0.313
N 1.450 0.126 0.022
H -4.076 -1.261 0.139
H -4.207 1.053 -0.024
H -1.770 -2.501 0.082
H -1.926 2.577 -0.256
H 2.458 1.094 1.585
H 1.163 -0.085 2.184
H 2.481 -0.827 1.623
H 3.384 -0.640 -0.505
H 2.401 -0.485 -1.868
H 3.136 0.914 -0.926
H 0.685 -1.872 0.094
H 0.894 1.451 -1.370
```

Results
- Net charge: +1
- HOMO-LUMO gap: 9.8 eV
- Energy: -12949.6540 eV
- Energy relative to the best compared isomer or geometry (same formula, charge and spin): 118.92 kcal/mol
- F_max: 4.83 eV/A
- LUMO energy: -2.8154 eV



Record 4
Computed, not measured: a 2-piece molecular cluster, C2H7N4 overall, with ωB97M-V/def2-TZVPD.

```
13
Properties=species:S:1:pos:R:3
C -2.380 0.189 0.690
C -2.068 0.825 -0.368
N -1.556 -0.524 -0.335
N 0.894 -0.839 0.126
N 1.474 0.253 -0.012
N 2.744 0.492 -0.010
H -2.787 -0.310 1.650
H -2.018 1.778 -1.012
H -0.517 -0.642 -0.256
H 1.449 -1.620 0.609
H -1.869 -1.073 -1.149
H 3.554 0.019 0.381
H 3.079 1.452 -0.315
```

Results
- Net charge: +1
- HOMO-LUMO gap: 10.6 eV
- Energy: -8135.7150 eV
- Energy relative to the best compared isomer or geometry (same formula, charge and spin): 150.62 kcal/mol
- F_max: 3.38 eV/A
- LUMO energy: -3.1980 eV



Record 5
Computed, not measured: C23H37N3O2PPdS2 as an isolated structure, with ωB97M-V/def2-TZVPD.

```
69
Properties=species:S:1:pos:R:3
Pd 0.294 0.521 -0.206
N -0.013 1.825 -2.572
C 0.669 3.126 -2.546
C 2.095 2.949 -2.002
C 1.984 1.965 -0.845
O 1.564 2.359 0.263
O 2.270 0.754 -1.078
H 0.491 1.198 -3.198
H -0.958 1.935 -2.934
H 0.101 3.784 -1.882
H 0.712 3.593 -3.541
H 2.484 3.907 -1.659
H 2.753 2.522 -2.760
C 4.180 1.501 1.505
S 3.320 -0.078 1.662
C 4.385 -1.071 0.576
H 5.043 1.510 2.165
H 3.479 2.286 1.772
H 4.493 1.626 0.470
H 4.222 -0.742 -0.444
H 4.110 -2.113 0.693
H 5.419 -0.932 0.870
C 0.671 -2.446 0.679
N 1.012 -2.544 2.079
C 2.049 -3.511 2.390
C 0.616 -1.573 2.924
S -0.187 -0.178 2.357
N 0.802 -1.704 4.249
C 0.689 -0.552 5.118
C 0.681 -2.967 4.954
H -0.399 -2.240 0.581
H 0.891 -3.390 0.187
H 1.245 -1.627 0.178
H 2.711 -3.616 1.529
H 1.625 -4.497 2.603
H 2.649 -3.183 3.236
H 1.111 0.322 4.628
H 1.247 -0.752 6.031
H -0.350 -0.342 5.384
H 0.363 -3.760 4.287
H -0.080 -2.853 5.729
H 1.620 -3.246 5.435
C -3.112 -1.027 0.213
P -1.898 -0.026 -0.733
C -1.911 -0.796 -2.399
C -3.015 -0.908 -3.236
C -2.890 -1.521 -4.472
C -1.675 -2.051 -4.874
C -0.571 -1.952 -4.041
C -0.688 -1.327 -2.814
C -2.734 1.599 -0.764
C -4.041 1.796 -1.196
C -4.608 3.056 -1.132
C -3.890 4.123 -0.614
C -2.593 3.931 -0.165
C -2.016 2.676 -0.242
H -4.091 -0.985 -0.260
H -3.177 -0.613 1.219
H -2.787 -2.063 0.273
H -3.975 -0.513 -2.941
H -3.748 -1.578 -5.124
H -1.582 -2.542 -5.832
H 0.381 -2.352 -4.358
H 0.182 -1.233 -2.157
H -4.620 0.971 -1.583
H -5.622 3.199 -1.474
H -4.344 5.100 -0.550
H -2.038 4.754 0.261
H -0.998 2.521 0.132
```

Results
- Net charge: +1
- HOMO-LUMO gap (spin up / spin down): 5.5 / 5.5 eV
- Energy: -67449.9494 eV
- Energy relative to the best compared isomer or geometry (same formula, charge and spin): 60.37 kcal/mol
- F_max: 3.92 eV/A
- LUMO energy (spin up / spin down): -4.6018 / -4.6191 eV



Q: energy relative to the best compared isomer or geometry (same formula, charge and spin) of number 5 (C23H37N3O2PPdS2)?
A: 60.37 kcal/mol